DFT (ωB97M-V with the def2-TZVPD basis set) results for C34H47BrN3OSb2V as an isolated structure.

CARTESIAN COORDINATES (ANGSTROEM)
V -0.795 -0.402 0.307
C 6.560 -0.803 1.348
Sb 4.419 -0.701 1.621
C 4.601 -0.592 3.756
C 4.299 1.476 1.366
C 5.417 2.020 0.514
C 6.464 2.689 1.157
C 7.579 3.151 0.479
C 7.662 2.962 -0.894
C 6.627 2.312 -1.548
C 5.501 1.821 -0.881
C 4.496 1.039 -1.713
Sb 2.348 0.889 -1.279
C 1.973 2.944 -1.788
C 2.079 0.126 -3.281
H 7.062 -0.051 1.959
H 6.830 -0.643 0.303
H 6.893 -1.799 1.650
H 5.380 0.125 4.022
H 4.856 -1.574 4.162
H 3.638 -0.275 4.163
H 4.327 1.896 2.370
H 3.312 1.676 0.962
H 6.392 2.839 2.230
H 8.377 3.647 1.017
H 8.524 3.311 -1.451
H 6.689 2.168 -2.622
H 4.828 -0.008 -1.752
H 4.534 1.398 -2.744
H 2.602 3.237 -2.630
H 2.206 3.574 -0.927
H 0.919 3.073 -2.044
H 2.392 0.866 -4.021
H 1.036 -0.146 -3.451
H 2.690 -0.774 -3.385
C -2.000 2.746 0.176
C -1.573 2.020 -1.063
O -0.773 0.975 -0.957
C -1.947 2.477 -2.368
C -2.886 3.516 -2.544
C -3.288 3.912 -3.813
C -2.773 3.304 -4.953
C -1.808 2.309 -4.798
C -1.400 1.904 -3.540
H -1.569 2.267 1.054
H -3.092 2.779 0.305
H -1.654 3.788 0.158
H -3.305 4.013 -1.677
H -4.015 4.710 -3.913
H -3.104 3.607 -5.939
H -1.365 1.847 -5.674
H -0.625 1.156 -3.432
C 0.232 -2.070 -0.312
H -0.279 -3.005 -0.055
H 1.260 -2.124 0.049
H 0.264 -2.003 -1.410
N 1.291 0.503 2.461
C 0.507 0.172 1.666
Br -4.508 -1.818 5.745
C -3.479 -1.446 4.187
C -3.737 -0.303 3.459
C -2.966 -0.044 2.325
C -1.941 -0.896 1.889
C -1.720 -2.035 2.678
C -2.474 -2.322 3.807
H -4.525 0.373 3.763
H -3.178 0.871 1.785
H -0.924 -2.721 2.409
H -2.281 -3.211 4.393
C -2.350 -1.395 -2.463
C -3.574 -1.860 -3.299
N -4.732 -2.098 -2.430
C -5.089 -0.840 -1.765
C -3.870 -0.272 -0.987
N -2.746 -1.225 -1.052
C -3.202 -2.524 -0.524
C -4.354 -3.075 -1.405
H -1.965 -0.441 -2.821
H -1.539 -2.123 -2.497
H -3.357 -2.785 -3.837
H -3.854 -1.104 -4.035
H -5.923 -1.043 -1.091
H -5.432 -0.136 -2.525
H -4.114 -0.112 0.061
H -3.533 0.674 -1.411
H -3.517 -2.373 0.507
H -2.349 -3.202 -0.510
H -5.236 -3.299 -0.803
H -4.059 -3.996 -1.914

Results
**Multiplicity**: 2
**Total charge**: -1
**Energy above the lowest of the compared OMol25 structures with the same formula, charge and spin**: 5.7 kcal per mole
**Kohn-Sham gap (spin up / spin down)**: 5.13 / 4.98 eV
**Maximum force**: 2.8 eV/Å
**Calculated total energy**: -151341.5881 eV
**<S²>**: 0.767
**E_HOMO (spin up / spin down)**: -2.81 / -2.65 eV

***

DFT (ωB97M-V with the def2-TZVPD basis set) results for C25H15CoFN4O7S2 as an isolated structure.

CARTESIAN COORDINATES (ANGSTROEM)
Co 2.133 -1.465 -0.984
S 0.709 -3.004 0.409
C 1.505 -4.487 -0.008
C 1.261 -5.590 0.855
N 1.035 -6.469 1.569
C 2.286 -4.637 -1.125
S 2.624 -3.369 -2.256
C 2.850 -5.910 -1.417
N 3.308 -6.937 -1.679
C -2.684 4.067 -0.455
C -3.170 2.905 -1.316
C -4.511 2.388 -0.804
C -5.026 1.304 -1.737
C -3.993 0.214 -1.850
C -4.384 -1.084 -2.130
C -3.431 -2.083 -2.235
F -3.858 -3.336 -2.497
C -2.094 -1.831 -2.093
C -1.681 -0.522 -1.826
C -0.264 -0.248 -1.692
O 0.560 -1.135 -1.947
C 0.082 1.076 -1.285
C -0.877 2.021 -1.167
N -2.207 1.797 -1.365
C -2.633 0.509 -1.681
C 1.519 1.444 -0.960
O 1.840 2.632 -1.024
O 2.252 0.471 -0.603
H -3.510 4.763 -0.307
H -1.871 4.616 -0.926
H -2.354 3.707 0.520
H -3.324 3.268 -2.342
H -5.215 3.219 -0.740
H -4.373 1.973 0.199
H -5.217 1.734 -2.726
H -5.970 0.891 -1.377
H -5.432 -1.323 -2.256
H -1.347 -2.614 -2.153
H -0.563 3.019 -0.905
O 5.754 -0.749 0.377
C 4.550 -0.893 0.583
O 3.781 -1.624 -0.135
C 3.966 -0.160 1.781
C 4.763 0.775 2.442
C 4.290 1.446 3.550
C 2.999 1.188 4.006
C 2.194 0.250 3.360
C 2.686 -0.417 2.257
N 2.504 1.876 5.165
O 1.366 1.658 5.545
O 3.236 2.671 5.738
H 5.759 0.952 2.061
H 4.896 2.169 4.077
H 1.201 0.056 3.738
H 2.081 -1.169 1.768

Results
**Multiplicity**: 2
**Total charge**: -2
**Kohn-Sham gap (spin up / spin down)**: 4.58 / 4.56 eV
**Maximum force**: 1.3 eV/Å
**Calculated total energy**: -108478.2117 eV
**<S²>**: 0.837
**E_HOMO (spin up / spin down)**: -1.17 / -1.15 eV

***

DFT (ωB97M-V with the def2-TZVPD basis set) results for C4H6O2 as an isolated structure.

CARTESIAN COORDINATES (ANGSTROEM)
C 1.759 0.270 -0.087
C 0.032 0.686 0.054
O -0.140 1.774 0.537
C -0.731 -0.452 -0.219
C -2.165 -0.487 0.108
O -2.888 -1.421 -0.170
H 2.149 -0.717 -0.371
H 2.261 0.674 0.793
H 1.925 0.938 -0.936
H -0.330 -1.237 -0.854
H 0.672 -0.423 0.487
H -2.543 0.397 0.658

Results
**Total charge**: 0
**Energy above the lowest of the compared OMol25 structures with the same formula, charge and spin**: 102.2 kcal per mole
**Kohn-Sham gap**: 9.52 eV
**Maximum force**: 0.5 eV/Å
**Calculated total energy**: -8336.0310 eV
**E_HOMO**: -9.47 eV

***

DFT (ωB97M-V with the def2-TZVPD basis set) results for F2InNO4S2 as an isolated structure.

CARTESIAN COORDINATES (ANGSTROEM)
In -5.576 -2.007 -2.258
N -0.320 -0.174 -0.094
S 0.629 -0.735 0.966
O 0.609 -0.075 2.279
O 1.860 -1.364 0.460
F -0.286 -2.066 1.169
S 0.692 1.220 -0.390
O 2.009 1.032 -0.987
O 0.583 2.394 0.474
F -0.199 1.774 -1.619

Results
**Total charge**: +2
**Energy above the lowest of the compared OMol25 structures with the same formula, charge and spin**: 7.8 kcal per mole
**Kohn-Sham gap**: 4.49 eV
**Maximum force**: 11.9 eV/Å
**Calculated total energy**: -41930.5339 eV
**E_HOMO**: -19.94 eV

***

DFT (ωB97M-V with the def2-TZVPD basis set) results for a 2-piece molecular cluster, C6H11NO overall.

CARTESIAN COORDINATES (ANGSTROEM)
C -0.629 0.275 -0.994
C -2.006 -0.184 -1.280
C 1.180 -1.790 0.805
C 0.069 -0.792 1.015
C 0.627 1.789 0.211
C 1.500 2.722 -0.124
O -0.485 1.490 -0.544
N -1.001 -0.977 1.670
H 0.250 -0.204 -1.417
H -1.055 -1.920 2.070
H 0.443 0.362 0.870
H -2.587 -0.165 -0.353
H -1.993 -1.202 -1.666
H -2.501 0.462 -2.012
H 1.485 -1.827 -0.244
H 2.062 -1.482 1.375
H 0.889 -2.795 1.123
H 2.317 2.948 0.547
H 1.434 3.288 -1.050

Results
**Total charge**: 0
**Energy above the lowest of the compared OMol25 structures with the same formula, charge and spin**: 135.2 kcal per mole
**Kohn-Sham gap (spin up / spin down)**: 7.96 / 7.97 eV
**Maximum force**: 0.7 eV/Å
**Calculated total energy**: -9932.5897 eV
**E_HOMO (spin up / spin down)**: -7.98 / -7.98 eV

***

DFT (ωB97M-V with the def2-TZVPD basis set) results for a 2-piece molecular cluster, C2H7S2 overall.

CARTESIAN COORDINATES (ANGSTROEM)
S 1.763 2.314 2.021
H 2.223 2.624 0.772
C -0.665 -1.337 -1.058
C -0.286 -0.485 0.129
S -0.968 1.240 0.069
H -1.758 -1.358 -1.100
H -0.336 -0.974 -2.038
H -0.188 -2.321 -0.997
H 0.788 -0.388 0.253
H -0.675 -0.945 1.036
H 0.102 1.629 0.914

Results
**Total charge**: -1
**Energy above the lowest of the compared OMol25 structures with the same formula, charge and spin**: 4.1 kcal per mole
**Kohn-Sham gap**: 6.74 eV
**Maximum force**: 1.0 eV/Å
**Calculated total energy**: -23859.0371 eV
**E_HOMO**: -3.03 eV